Record 1
This record from OMol25 describes a 8-piece molecular cluster, C55H66IN8O3 overall. The level of theory is ωB97M-V/def2-TZVPD.

Cartesian coordinates (Å):
C 5.318 0.317 1.189
C 4.679 1.652 0.794
C 3.159 1.635 1.141
C 5.317 2.710 1.733
C 4.976 2.133 -0.643
C 4.817 1.138 -1.816
C 4.833 2.011 -3.116
C 6.023 0.200 -1.998
C 3.494 0.374 -1.802
C 3.371 -0.924 -1.431
C 2.179 -1.587 -1.375
C 1.055 -0.918 -1.712
O -0.194 -1.506 -1.628
C -0.888 -0.958 -0.477
C -1.997 0.005 -0.905
O -3.226 -0.341 -0.320
C -4.333 0.150 -1.078
C -5.434 0.688 -0.144
N -5.125 1.917 0.512
C -5.066 2.991 -0.414
C -5.802 4.231 0.096
O -6.653 4.822 -0.513
I -5.244 4.988 2.078
C 1.150 0.382 -2.137
C 2.340 1.025 -2.185
H 5.068 0.134 2.236
H 4.965 -0.535 0.621
H 6.405 0.402 1.157
H 2.887 0.621 1.433
H 2.951 2.258 2.008
H 2.545 1.879 0.280
H 4.927 2.589 2.742
H 6.405 2.698 1.687
H 4.956 3.683 1.391
H 5.977 2.569 -0.672
H 4.270 2.944 -0.833
H 5.872 2.278 -3.297
H 4.512 1.394 -3.952
H 4.201 2.883 -2.995
H 5.905 -0.281 -2.971
H 6.065 -0.592 -1.258
H 6.931 0.800 -2.023
H 4.251 -1.473 -1.123
H 2.092 -2.613 -1.050
H -0.184 -0.388 0.123
H -1.256 -1.750 0.172
H -2.014 0.002 -1.999
H -1.754 1.039 -0.627
H -4.058 0.920 -1.803
H -4.751 -0.690 -1.654
H -6.366 0.753 -0.753
H -5.563 -0.090 0.615
H -4.005 3.295 -0.591
H -5.504 2.743 -1.398
H 0.259 0.913 -2.435
H 2.328 2.057 -2.494
N 0.333 -0.996 2.817
C 1.473 -1.581 3.180
C 1.551 -2.604 4.113
C 0.378 -3.045 4.703
C -0.818 -2.451 4.337
C -0.787 -1.436 3.393
H 2.367 -1.203 2.693
H 2.507 -3.042 4.368
H 0.396 -3.841 5.437
H -1.756 -2.766 4.772
H -1.701 -0.944 3.074
N -4.835 -3.039 2.745
C -5.536 -3.260 3.858
C -6.023 -2.256 4.681
C -5.762 -0.938 4.336
C -5.029 -0.681 3.191
C -4.592 -1.761 2.435
H -5.712 -4.306 4.099
H -6.589 -2.500 5.570
H -6.123 -0.124 4.952
H -4.800 0.332 2.878
H -4.020 -1.592 1.527
N 6.918 2.466 -5.742
C 6.203 2.853 -6.796
C 6.109 2.126 -7.974
C 6.803 0.931 -8.061
C 7.555 0.512 -6.975
C 7.576 1.313 -5.844
H 5.678 3.795 -6.684
H 5.508 2.488 -8.798
H 6.758 0.331 -8.963
H 8.110 -0.416 -7.001
H 8.146 1.021 -4.968
N 3.106 2.423 -9.976
C 3.497 1.205 -10.348
C 2.749 0.369 -11.162
C 1.520 0.820 -11.612
C 1.092 2.081 -11.234
C 1.921 2.839 -10.419
H 4.463 0.889 -9.969
H 3.121 -0.610 -11.433
H 0.903 0.197 -12.248
H 0.139 2.471 -11.561
H 1.626 3.833 -10.102
N -2.494 -1.102 8.005
C -2.390 -1.448 9.286
C -2.837 -2.659 9.796
C -3.428 -3.560 8.924
C -3.546 -3.217 7.588
C -3.063 -1.982 7.182
H -1.924 -0.712 9.933
H -2.724 -2.887 10.847
H -3.791 -4.515 9.282
H -4.001 -3.889 6.873
H -3.134 -1.673 6.144
N -6.689 -3.056 -1.163
C -6.585 -3.385 0.124
C -7.028 -4.593 0.644
C -7.612 -5.506 -0.217
C -7.730 -5.179 -1.559
C -7.252 -3.947 -1.977
H -6.130 -2.643 0.756
H -6.915 -4.808 1.698
H -7.971 -6.460 0.151
H -8.180 -5.864 -2.266
H -7.320 -3.650 -3.019
N 1.448 2.500 4.882
C 0.472 1.589 4.836
C -0.701 1.682 5.570
C -0.872 2.777 6.400
C 0.130 3.732 6.462
C 1.263 3.546 5.685
H 0.647 0.750 4.177
H -1.460 0.916 5.493
H -1.774 2.885 6.989
H 0.035 4.603 7.097
H 2.070 4.272 5.700

Properties
HOMO level: -2.5 eV
gap between HOMO and LUMO: 0.1593 Ha
lowest unoccupied orbital energy: 1.86 eV
largest force on an atom: 2.28 eV/Å
total charge: -1
spin multiplicity: 1

Record 2
This record from OMol25 describes C55H69N2O7STi as an isolated structure. The level of theory is ωB97M-V/def2-TZVPD.

Cartesian coordinates (Å):
Ti -0.235 0.862 -0.266
C 3.681 -1.148 0.980
O 2.460 -0.587 0.501
C 2.601 0.663 -0.041
C 2.397 1.808 0.736
C 1.991 1.706 2.197
C 0.531 1.975 2.515
C 0.132 3.090 3.232
C -1.196 3.282 3.620
C -2.114 2.286 3.298
C -1.770 1.137 2.591
C -2.810 0.028 2.516
C -2.759 -1.086 1.489
C -3.076 -2.379 1.882
C -3.077 -3.447 0.987
C -2.658 -3.200 -0.315
C -2.321 -1.929 -0.764
C -1.814 -1.737 -2.181
C -0.358 -2.131 -2.361
C 0.002 -3.401 -2.796
C 1.333 -3.755 -2.999
C 2.306 -2.786 -2.759
C 1.999 -1.498 -2.346
C 3.117 -0.471 -2.260
C 2.954 0.763 -1.398
C 3.208 2.016 -1.913
C 3.116 3.184 -1.141
C 2.674 3.057 0.163
C 3.492 4.523 -1.771
C 2.479 4.862 -2.871
C 3.503 5.652 -0.740
C 4.893 4.425 -2.394
C 0.655 -1.206 -2.142
O 0.301 0.047 -1.731
C 1.744 -5.119 -3.555
C 2.269 -4.923 -4.985
C 2.857 -5.738 -2.698
C 0.566 -6.094 -3.607
C -2.458 -0.896 0.150
O -2.224 0.440 -0.281
C -3.428 1.212 -0.513
C -3.532 -4.849 1.385
C -2.408 -5.860 1.130
C -3.923 -4.934 2.860
C -4.756 -5.221 0.536
C -0.445 1.032 2.165
O -0.070 0.014 1.312
C -1.608 4.542 4.379
C -2.987 4.394 5.028
C -1.653 5.713 3.388
C -0.595 4.856 5.488
H 4.422 -1.227 0.180
H 3.428 -2.136 1.355
H 4.097 -0.535 1.785
H 2.590 2.416 2.770
H 2.230 0.706 2.559
H 0.884 3.821 3.504
H -3.138 2.377 3.638
H -3.795 0.503 2.482
H -2.775 -0.465 3.492
H -3.326 -2.544 2.921
H -2.591 -4.019 -1.022
H -1.952 -0.704 -2.504
H -2.417 -2.361 -2.843
H -0.789 -4.111 -2.998
H 3.349 -3.025 -2.931
H 3.326 -0.127 -3.277
H 4.017 -1.006 -1.944
H 3.494 2.089 -2.955
H 2.566 3.935 0.787
H 1.485 5.013 -2.453
H 2.419 4.066 -3.616
H 2.772 5.782 -3.381
H 2.505 5.848 -0.341
H 3.848 6.571 -1.216
H 4.176 5.429 0.089
H 4.928 3.735 -3.237
H 5.630 4.103 -1.656
H 5.193 5.405 -2.768
H 3.137 -4.264 -4.998
H 1.501 -4.482 -5.622
H 2.564 -5.882 -5.415
H 3.760 -5.127 -2.700
H 3.125 -6.718 -3.094
H 2.545 -5.860 -1.660
H -0.200 -5.766 -4.310
H 0.095 -6.220 -2.629
H 0.917 -7.071 -3.939
H -3.870 1.479 0.444
H -4.113 0.600 -1.097
H -3.147 2.094 -1.077
H -1.546 -5.636 1.757
H -2.085 -5.855 0.088
H -2.760 -6.866 1.369
H -3.081 -4.699 3.514
H -4.246 -5.950 3.089
H -4.750 -4.264 3.099
H -4.521 -5.227 -0.529
H -5.571 -4.514 0.699
H -5.109 -6.218 0.807
H -3.782 4.294 4.288
H -3.204 5.288 5.612
H -3.024 3.535 5.701
H -2.372 5.520 2.589
H -0.680 5.880 2.926
H -1.954 6.626 3.906
H -0.492 4.016 6.176
H -0.935 5.722 6.057
H 0.391 5.099 5.093
O 0.084 5.289 0.509
C -0.608 5.613 -0.599
C -0.848 6.970 -0.810
C -1.522 7.391 -1.936
C -1.979 6.475 -2.885
C -1.749 5.135 -2.683
C -1.067 4.679 -1.547
C -0.858 3.229 -1.425
O -1.245 2.393 -2.230
O -0.260 2.798 -0.311
H 0.130 4.320 0.573
H -0.487 7.673 -0.072
H -1.697 8.449 -2.083
H -2.502 6.815 -3.767
H -2.080 4.396 -3.400
C 0.948 -6.950 0.311
N 0.855 -5.506 0.316
C 0.882 -4.743 1.423
N 1.021 -5.400 2.598
S 0.718 -3.079 1.358
H 0.816 -7.309 -0.706
H 0.167 -7.398 0.931
H 1.926 -7.296 0.659
H 0.758 -4.995 -0.548
H 1.306 -6.363 2.642
H 1.135 -4.831 3.418

Properties
HOMO level: -10.1 eV
gap between HOMO and LUMO: 0.2488 Ha
lowest unoccupied orbital energy: -3.28 eV
relative energy (zero: lowest compared OMol25 entry of this formula, charge and spin): 120.8 kJ/mol
largest force on an atom: 0.65 eV/Å
total charge: +1
spin multiplicity: 1

Record 3
This record from OMol25 describes a 6-piece molecular cluster, C55H75F4N5O3P overall. The level of theory is ωB97M-V/def2-TZVPD.

Cartesian coordinates (Å):
C 7.983 2.024 3.533
C 6.405 1.683 3.411
P 6.300 -0.108 2.728
C 8.009 -0.954 2.898
N 5.102 -1.050 3.679
C 4.070 -1.746 3.168
N 3.073 -2.555 3.778
C 2.211 -3.124 2.807
N 1.107 -4.017 2.900
C 0.420 -3.865 4.022
C -1.150 -3.618 3.848
C 0.987 -3.957 5.490
N 2.641 -2.644 1.545
C 2.013 -2.966 0.232
C 0.889 -1.929 -0.214
C -0.533 -2.469 0.284
C -1.760 -1.765 -0.434
C -1.839 -0.226 -0.017
C -2.203 -0.033 1.520
O -3.597 0.389 1.696
C -3.598 0.978 3.003
C -3.458 2.581 3.049
O -3.657 0.259 4.012
N 3.714 -1.836 1.799
O 4.213 -1.284 0.671
C 5.319 -2.115 0.184
C 6.108 -1.195 -0.877
C 5.320 -1.366 -2.262
C 7.656 -1.545 -0.974
C 8.464 -0.277 -1.552
C 10.032 -0.585 -1.717
C 8.354 0.995 -0.561
C 5.253 -1.062 5.156
F 6.486 -0.553 5.567
F 5.188 -2.358 5.688
C 4.145 -0.080 5.794
F 4.675 0.648 6.882
F 2.970 -0.731 6.141
H 8.161 3.119 3.774
H 8.502 1.758 2.552
H 8.379 1.372 4.366
H 5.898 1.791 4.417
H 5.966 2.389 2.650
H 8.410 -0.937 3.952
H 8.726 -0.493 2.156
H 7.813 -2.038 2.589
H -1.588 -4.399 3.136
H -1.366 -2.617 3.369
H -1.709 -3.727 4.822
H 1.046 -2.936 5.967
H 0.315 -4.682 6.064
H 2.007 -4.442 5.458
H 2.786 -3.086 -0.595
H 1.535 -3.994 0.340
H 0.846 -1.906 -1.356
H 1.096 -0.886 0.198
H -0.570 -3.586 0.083
H -0.567 -2.351 1.415
H -1.693 -1.793 -1.574
H -2.743 -2.269 -0.144
H -0.841 0.269 -0.219
H -2.621 0.336 -0.612
H -2.097 -1.004 2.095
H -1.520 0.727 2.036
H -3.673 2.980 2.004
H -2.407 2.867 3.342
H -4.233 2.981 3.763
H 4.955 -3.088 -0.265
H 6.018 -2.389 1.035
H 5.902 -0.126 -0.535
H 4.403 -0.689 -2.188
H 4.976 -2.438 -2.441
H 5.920 -1.027 -3.166
H 7.770 -2.380 -1.732
H 8.085 -1.895 0.028
H 8.005 -0.034 -2.561
H 10.223 -1.278 -2.593
H 10.384 -1.044 -0.731
H 10.549 0.418 -1.834
H 7.678 1.757 -1.069
H 7.810 0.632 0.362
H 9.355 1.463 -0.330
H 3.917 0.712 5.006
C -4.330 -2.606 -3.591
C -3.474 -1.876 -4.410
C -3.379 -2.182 -5.764
C -4.146 -3.211 -6.300
C -5.004 -3.937 -5.482
C -5.093 -3.638 -4.127
H -4.403 -2.370 -2.535
H -2.881 -1.069 -3.993
H -2.707 -1.618 -6.401
H -4.075 -3.446 -7.356
H -5.603 -4.738 -5.901
H -5.759 -4.209 -3.488
C -9.328 3.248 4.603
C -8.576 3.042 3.452
C -7.537 2.118 3.457
C -7.254 1.394 4.606
C -8.006 1.597 5.758
C -9.041 2.526 5.758
H -10.137 3.970 4.602
H -8.800 3.602 2.550
H -6.945 1.959 2.562
H -6.444 0.672 4.601
H -7.784 1.032 6.657
H -9.624 2.689 6.658
C -8.339 7.890 1.193
C -7.587 7.683 0.041
C -6.548 6.759 0.046
C -6.267 6.035 1.199
C -7.021 6.239 2.350
C -8.055 7.170 2.348
H -9.147 8.613 1.190
H -7.811 8.243 -0.860
H -5.958 6.603 -0.850
H -5.460 5.311 1.201
H -6.803 5.673 3.249
H -8.639 7.333 3.247
C -7.810 -2.964 -7.483
C -7.542 -2.113 -8.549
C -8.049 -2.398 -9.812
C -8.833 -3.530 -10.007
C -9.104 -4.380 -8.940
C -8.589 -4.100 -7.679
H -7.411 -2.744 -6.499
H -6.936 -1.226 -8.396
H -7.835 -1.737 -10.645
H -9.232 -3.750 -10.991
H -9.716 -5.262 -9.092
H -8.796 -4.766 -6.849
C 5.551 3.835 -2.496
C 5.818 4.716 -3.538
C 5.330 4.453 -4.813
C 4.565 3.314 -5.044
C 4.295 2.435 -4.001
C 4.791 2.693 -2.728
H 5.935 4.039 -1.502
H 6.408 5.607 -3.357
H 5.543 5.136 -5.627
H 4.180 3.112 -6.037
H 3.697 1.548 -4.181
H 4.585 2.005 -1.915

Properties
HOMO level: -10.3 eV
gap between HOMO and LUMO: 0.2605 Ha
lowest unoccupied orbital energy: -3.20 eV
largest force on an atom: 6.82 eV/Å
total charge: +1
spin multiplicity: 1